No. 1
Molecular formula: C4H5NO2S
Method: DFT, wB97M-V/def2-TZVPD

The geometry in XYZ format:
```
13
Properties=species:S:1:pos:R:3:forces:R:3:lowdin_charge:R:1
O -2.031 0.778 -0.554 1.8519 0.2036 -0.1470 -0.034
C -1.409 -0.465 -0.559 0.6035 -0.3872 -1.7290 -0.277
C -1.034 -0.915 0.808 1.2431 -0.2071 0.8897 -0.085
C 0.157 -0.425 0.020 -2.3457 1.2619 -0.0366 -0.626
O 0.304 1.009 0.394 1.0308 -1.5077 0.3587 -0.170
N 1.527 1.472 0.159 2.0618 1.9370 -1.1184 -0.045
C 2.447 0.710 -0.274 -4.1412 -2.3462 1.1375 -0.294
S 1.797 -1.088 -0.220 0.2537 1.2083 -0.4953 0.905
H -1.245 1.258 -0.163 -1.6091 0.8445 -0.5730 0.085
H -1.690 -1.108 -1.516 0.5825 0.9852 2.6322 0.184
H -1.222 -0.218 1.763 -0.1272 -2.1331 -2.1676 0.185
H -0.998 -1.998 0.772 -0.2834 -0.1889 1.2445 0.107
H 3.398 0.991 -0.630 0.8793 0.3298 0.0043 0.065
```
Forces are in eV/Å.

Values from the calculation:
**Max |F|**: 4.9 eV Å⁻¹
**Total energy**: -20644.301 eV
**ΔE to the lowest compared entry with this formula, charge and spin**: 567.2 kJ/mol
**HOMO**: -8.38 eV
**Charge**: 0
**SMILES**: O[C@@H]1C[C@]12ON=CS2



No. 2
Molecular formula: C9H8N2
Method: DFT, wB97M-V/def2-TZVPD

The geometry in XYZ format:
```
19
Properties=species:S:1:pos:R:3:forces:R:3:lowdin_charge:R:1
C -3.245 0.011 0.060 -1.4689 -6.0493 -1.7021 -0.123
C -2.527 -1.158 -0.333 1.9852 1.6193 -0.1087 -0.056
C -1.111 -1.148 -0.436 -0.2644 -0.3076 1.2661 -0.038
C -0.417 0.022 -0.084 -1.7253 2.0871 1.1312 -0.162
C 1.041 0.088 -0.068 2.2569 -0.2755 -0.2471 -0.311
N 1.874 0.799 -0.825 -2.3491 -0.3178 -0.1926 0.102
C 3.150 0.443 -0.500 -4.2874 -0.4667 1.5558 -0.131
C 3.079 -0.408 0.530 -0.9798 -0.2330 -0.9523 -0.125
N 1.785 -0.739 0.788 -2.1186 1.1686 -0.7203 0.115
C -1.194 1.185 0.364 1.3240 -0.2510 -1.6842 -0.002
C -2.584 1.097 0.330 0.8226 6.1517 1.3828 -0.162
H -4.321 -0.132 0.089 0.0448 0.6059 -0.0390 0.109
H -2.946 -2.021 -0.758 -1.2105 -1.0379 0.0790 0.078
H -0.532 -2.117 -0.574 -0.8681 1.4437 -0.3809 0.132
H 3.847 0.831 -1.095 3.2963 1.3046 -1.5395 0.061
H 3.878 -0.726 1.013 3.1381 -2.0183 2.4403 0.060
H 1.260 -1.367 1.420 1.3933 0.5897 -0.3145 0.172
H -0.764 2.240 0.511 -0.2099 -2.1060 -0.0752 0.137
H -3.189 2.088 0.472 1.2210 -1.9076 0.1013 0.144
```
Forces are in eV/Å.

Values from the calculation:
**Max |F|**: 6.5 eV Å⁻¹
**Total energy**: -12441.452 eV
**ΔE to the lowest compared entry with this formula, charge and spin**: 167.4 kJ/mol
**HOMO**: -8.50 eV
**Charge**: 0
**SMILES**: c1ccc(-c2ncc[nH]2)cc1



Number 1: Kohn-Sham gap 0.331 Ha. Number 2: Kohn-Sham gap 0.344 Ha.